Formula: C5H10O
Source: the OMol25 dataset
Level of theory: the ωB97M-V functional and the def2-TZVPD basis

Values from the calculation:
Structure (SMILES) = C=C(C)OCC
Highest occupied orbital energy = -8.60 eV
ΔE to the lowest compared entry with this formula, charge and spin = 1.097 eV
Frontier orbital gap = 9.6305 eV
E = -7393.6687 eV

Cartesian coordinates (Å):
1 H 1.59170 0.09441 -1.04370
2 H -0.64945 2.19057 1.70617
3 C 0.04588 -1.17336 1.20591
4 C 0.81198 0.30671 -1.79142
5 C -0.32130 1.17519 1.92258
6 H 0.88979 -1.41748 0.52902
7 H 0.79949 1.38319 -1.94696
8 H -0.71231 -1.15359 -1.26107
9 H -1.29407 0.26516 -2.16649
10 H 0.41871 -1.30665 2.21993
11 H 1.10320 -0.13661 -2.72599
12 O -1.03774 0.57616 -0.19772
13 H 0.12429 0.97883 2.92339
14 C -0.60349 -0.09357 -1.38604
15 H -0.73468 -1.92616 1.03307
16 C -0.43200 0.23721 0.97929

Results of the Mulliken charge analysis, in e, for atoms 1 through 2: 0.29 0.27

---

Formula: C5H10O
Source: the OMol25 dataset
Level of theory: the ωB97M-V functional and the def2-TZVPD basis

Values from the calculation:
Structure (SMILES) = C=CC.CC=O
Highest occupied orbital energy = -8.86 eV
ΔE to the lowest compared entry with this formula, charge and spin = 3.281 eV
Frontier orbital gap = 9.7134 eV
E = -7391.4844 eV

Cartesian coordinates (Å):
1 C 2.52151 -0.95622 2.12171
2 H -4.47336 -0.50510 -1.73478
3 H 3.65968 -0.95060 2.24141
4 C -3.70245 0.23505 -1.70068
5 H 2.74545 -0.02401 -0.61824
6 C -2.45639 -0.32369 -0.95174
7 C 2.57474 0.73253 0.14309
8 H 3.54799 1.03310 0.42929
9 H -1.54107 0.37593 -0.98555
10 H -4.14763 1.31141 -1.24563
11 O -2.45763 -1.39416 -0.35572
12 H 0.90814 0.13937 1.64984
13 H -3.13878 0.69048 -2.50047
14 H 2.01109 1.51525 -0.38713
15 H 2.06423 -1.90142 2.56021
16 C 1.88449 0.02208 1.33439

Results of the Mulliken charge analysis, in e, for atoms 1 through 2: -0.67 0.29

---

Formula: C5H10O
Source: the OMol25 dataset
Level of theory: the ωB97M-V functional and the def2-TZVPD basis

Values from the calculation:
Structure (SMILES) = C1=CC1.CCO
Highest occupied orbital energy = -9.60 eV
ΔE to the lowest compared entry with this formula, charge and spin = 3.470 eV
Frontier orbital gap = 10.7243 eV
E = -7391.2955 eV

Cartesian coordinates (Å):
1 H 2.33499 -1.24887 0.36294
2 H 1.23207 1.40946 -0.40770
3 H -1.79013 -1.87875 0.12251
4 H 2.68816 1.10299 0.60361
5 H -1.10191 0.91931 1.28767
6 C -2.08905 0.25488 -0.63642
7 H -2.87663 0.56701 1.42195
8 C 2.06275 0.73726 -0.21008
9 C -1.97019 0.44428 0.83845
10 O 0.75434 -1.11153 -0.91476
11 C 1.50385 -0.58339 0.15016
12 H -2.44389 0.60858 -1.58332
13 C -1.83566 -0.81072 0.05506
14 H 2.59505 0.61990 -1.14819
15 H 0.97545 -0.46974 1.10196
16 H -0.03921 -0.56066 -1.04383

Results of the Mulliken charge analysis, in e, for atoms 1 through 2: 0.35 0.30